(1)
Below is a single C30H30FN5O3S molecule, with properties calculated with wB97M-V/def2-TZVPD.

Atoms and positions in Å:
1 O -4.94580 -0.50434 -2.70309
2 C -4.81137 0.13242 -1.67382
3 C -3.63513 1.01808 -1.44612
4 C -3.73514 2.34878 -1.05547
5 C -2.59281 3.07437 -0.77622
6 C -1.33969 2.48627 -0.88523
7 C -0.10148 3.23930 -0.47743
8 N 0.83147 2.37048 0.22593
9 C 0.44492 1.86820 1.43823
10 S -0.98551 2.25619 2.16688
11 N 1.28931 1.01295 2.06234
12 C 2.48980 0.59327 1.53556
13 C 3.31289 -0.31899 2.18969
14 C 4.49994 -0.71454 1.61808
15 C 4.92560 -0.20914 0.37322
16 N 6.10706 -0.60661 -0.18440
17 C 6.41312 -0.37040 -1.57963
18 C 7.37557 -1.44936 -2.07056
19 O 8.60721 -1.44285 -1.37661
20 C 8.49793 -0.97745 -0.04849
21 C 7.13679 -1.28243 0.57451
22 C 4.09328 0.70950 -0.27094
23 C 2.88808 1.10234 0.29605
24 C 2.03138 2.05654 -0.41188
25 O 2.31324 2.55574 -1.48092
26 C -1.24061 1.18205 -1.35290
27 C -2.37877 0.45371 -1.63411
28 N -5.72520 0.05001 -0.66357
29 C -5.52029 0.50291 0.69545
30 C -5.49664 -0.73760 1.62214
31 N -5.04012 -1.89873 0.89567
32 C -3.68539 -2.08670 0.67192
33 C -3.23500 -3.24806 0.02835
34 C -1.89135 -3.48660 -0.17603
35 C -0.96609 -2.56942 0.28460
36 F 0.35978 -2.79150 0.09038
37 C -1.36983 -1.43213 0.95220
38 C -2.71598 -1.19128 1.14043
39 C -6.01615 -2.29530 -0.10649
40 C -6.67572 -1.04101 -0.72974
41 H -4.70649 2.81237 -0.96113
42 H -2.67494 4.09744 -0.44027
43 H -0.36690 4.07731 0.17280
44 H 0.43341 3.61288 -1.35620
45 H 0.98675 0.66350 2.96249
46 H 3.00737 -0.72682 3.14158
47 H 5.09945 -1.44553 2.13530
48 H 5.49594 -0.42906 -2.17015
49 H 6.86300 0.62147 -1.72888
50 H 7.61480 -1.29345 -3.12534
51 H 6.89518 -2.43358 -1.96433
52 H 8.66985 0.10927 -0.01783
53 H 9.29365 -1.46904 0.51698
54 H 6.97626 -2.37031 0.58986
55 H 7.13833 -0.91457 1.60383
56 H 4.35643 1.15458 -1.21591
57 H -0.26960 0.72526 -1.48126
58 H -2.30642 -0.56660 -1.97882
59 H -6.33891 1.17410 0.98145
60 H -4.58208 1.05141 0.76240
61 H -4.86645 -0.56357 2.49328
62 H -6.50550 -0.96287 1.98103
63 H -3.94211 -3.99065 -0.30547
64 H -1.55940 -4.38030 -0.68052
65 H -0.63762 -0.72721 1.30994
66 H -2.98476 -0.28228 1.65146
67 H -5.51939 -2.85295 -0.89779
68 H -6.77838 -2.93421 0.35515
69 H -7.57916 -0.74682 -0.19078
70 H -6.92116 -1.22310 -1.77586

Forces on atoms 1 to 2 (eV/Å):
O 0.1 -0.2 -0.2
C -0.1 0.2 0.0

Calculated values
Multiplicity: 1
LUMO level (eV): 0.12
HOMO-LUMO gap (hartree): 0.285
SMILES string: O=C(c1ccc(Cn2c(=S)[nH]c3ccc(N4CCOCC4)cc3c2=O)cc1)N1CCN(c2ccc(F)cc2)CC1
Charge: 0

***

(2)
Below is a molecular structure, C41H44N3O2PRuS3 at a distorted geometry, with properties calculated with wB97M-V/def2-TZVPD.

Atoms and positions in Å:
1 Ru -0.44186 0.33795 -0.69717
2 O -2.68783 0.44810 0.30918
3 C -1.71494 0.62791 1.00591
4 C -1.19202 0.98372 2.22510
5 C -2.03934 1.02327 3.38153
6 C -1.49533 1.23421 4.61641
7 C -0.11280 1.43048 4.77972
8 C 0.71195 1.45356 3.66744
9 C 0.20807 1.23171 2.39445
10 P 1.20534 1.30099 0.88316
11 C 2.62700 0.21526 1.20430
12 C 3.91434 0.54203 0.77704
13 C 4.95160 -0.36121 0.94767
14 C 4.70889 -1.60090 1.52213
15 C 3.42441 -1.93973 1.92518
16 C 2.38457 -1.04018 1.76191
17 C 1.94101 2.97948 0.94081
18 C 1.47907 3.97149 0.07883
19 C 1.88463 5.28873 0.23331
20 C 2.77090 5.62507 1.24368
21 C 3.28498 4.63267 2.06703
22 C 2.87865 3.31774 1.91836
23 H -3.10168 0.86639 3.24710
24 H -2.14018 1.24481 5.48556
25 H 0.30082 1.56818 5.76853
26 H 1.77110 1.63178 3.79678
27 H 4.10674 1.50116 0.31265
28 H 5.95049 -0.09830 0.62537
29 H 5.52080 -2.30528 1.64430
30 H 3.23564 -2.91261 2.35966
31 H 1.37373 -1.30664 2.05199
32 H 0.79901 3.70149 -0.71422
33 H 1.50903 6.05080 -0.43730
34 H 3.07402 6.65404 1.38283
35 H 4.00816 4.88398 2.83151
36 H 3.30479 2.55340 2.55370
37 C 2.05226 1.27390 -2.59391
38 N 1.28067 0.04734 -2.36597
39 C 2.19787 -1.03091 -1.96163
40 C 0.56753 -0.37458 -3.58039
41 C -0.56154 0.56986 -3.94531
42 N -1.57515 0.66783 -2.88855
43 C -2.41590 -0.53998 -2.84469
44 C -2.44570 1.81180 -3.16223
45 H 2.71058 1.16126 -3.46399
46 H 2.66885 1.48066 -1.72002
47 H 1.39748 2.13010 -2.75364
48 H 2.73545 -0.74779 -1.06182
49 H 2.92466 -1.24345 -2.75598
50 H 1.63133 -1.93367 -1.75366
51 H 0.17676 -1.37758 -3.40618
52 H 1.26971 -0.43263 -4.42277
53 H -1.02258 0.23133 -4.88221
54 H -0.15747 1.56761 -4.12277
55 H -2.94063 -0.68585 -3.79828
56 H -3.15318 -0.42699 -2.05595
57 H -1.82240 -1.42614 -2.63139
58 H -2.95933 1.68161 -4.12257
59 H -1.86147 2.72959 -3.19699
60 H -3.19399 1.89450 -2.37647
61 O -0.62802 -1.68378 -0.24060
62 C -0.87809 -3.03943 -0.03536
63 C -2.24014 -3.48163 -0.57836
64 C -2.59517 -4.52987 -1.37360
65 C -4.00415 -4.64925 -1.53666
66 C -4.68890 -3.70496 -0.84674
67 S -3.64254 -2.65846 0.02004
68 C -0.93249 -3.36165 1.45776
69 C -0.92066 -2.49598 2.50436
70 C -1.10096 -3.14417 3.75886
71 C -1.25417 -4.48564 3.63254
72 S -1.18106 -4.98800 1.99101
73 C 0.28949 -3.79787 -0.65902
74 C 1.46764 -4.08890 -0.04146
75 C 2.44032 -4.64583 -0.91421
76 C 1.99327 -4.75073 -2.19147
77 S 0.38056 -4.18089 -2.34565
78 H -1.89518 -5.21622 -1.82071
79 H -4.47276 -5.41653 -2.13531
80 H -5.75614 -3.56570 -0.78401
81 H -0.79708 -1.42932 2.38076
82 H -1.11443 -2.62565 4.70654
83 H -1.41431 -5.22171 4.40338
84 H 1.62919 -3.92839 1.01461
85 H 3.42616 -4.95372 -0.59798
86 H 2.49724 -5.15216 -3.05563
87 C -4.37336 4.33698 -0.58195
88 C -2.99040 4.63760 0.01657
89 C -2.04714 3.58820 -0.31154
90 N -1.30955 2.76105 -0.60628
91 H -5.07438 5.11346 -0.28482
92 H -4.74670 3.37747 -0.22737
93 H -4.32322 4.31382 -1.66947
94 H -3.05080 4.72687 1.10248
95 H -2.59966 5.57759 -0.37780

Forces on atoms 1 to 2 (eV/Å):
Ru -0.4 -1.6 -0.9
O 0.2 0.1 -0.2

Calculated values
Multiplicity: 6
Energy above the lowest of the compared OMol25 structures with the same formula, charge and spin (kcal per mole): 0.0
LUMO level (alpha / beta) (eV): -2.36 / -3.62
HOMO-LUMO gap (alpha / beta) (hartree): 0.224 / 0.240
Charge: +1
Expectation value of S²: 8.803

***

(3)
Below is a molecular structure, C28H22BrN7O4RhS, with properties calculated with wB97M-V/def2-TZVPD.

Atoms and positions in Å:
1 Rh 0.42093 1.04454 -0.93846
2 Br 3.46703 1.10262 1.26831
3 C 3.53603 1.59229 -0.53818
4 C 4.77874 1.87119 -1.08937
5 C 4.84423 2.40353 -2.36286
6 C 3.66615 2.68608 -3.03541
7 C 2.47262 2.34289 -2.44130
8 N 2.40108 1.75976 -1.22490
9 C 1.15620 2.62914 -3.14264
10 O 1.10965 3.47537 -3.99999
11 O 0.17249 1.87446 -2.74883
12 H 5.66685 1.69162 -0.50248
13 H 5.80430 2.62711 -2.80838
14 H 3.64125 3.16900 -4.00147
15 N -3.55391 1.53353 -0.22519
16 C -3.74645 0.24162 -0.66403
17 C -2.52856 -0.20977 -1.06302
18 N -1.61183 0.79103 -0.88415
19 C -2.25376 1.82709 -0.37170
20 C -1.45478 2.97641 -0.01979
21 N -0.15780 2.84682 -0.20045
22 C 0.44171 3.97769 0.27704
23 C -0.52794 4.81135 0.74102
24 N -1.72550 4.16208 0.54534
25 H -4.26875 2.13501 0.14726
26 H -4.71250 -0.22864 -0.65172
27 H -2.25959 -1.16343 -1.48033
28 H 1.50751 4.11826 0.25891
29 H -0.47477 5.79072 1.17978
30 H -2.62961 4.52320 0.79656
31 C -4.85731 -3.33612 3.12060
32 C -3.65948 -2.46890 2.85110
33 C -2.79642 -2.73774 1.79658
34 C -1.67920 -1.94525 1.56230
35 C -1.41575 -0.87211 2.39515
36 C -2.26526 -0.58767 3.46092
37 C -3.37791 -1.37802 3.67643
38 S -0.00408 0.18656 2.19911
39 O -0.52126 1.53058 2.14200
40 O 0.91263 -0.12699 3.26151
41 N 0.62942 -0.15806 0.75383
42 C 1.32682 -1.34514 0.52017
43 C 1.79284 -2.25428 1.44559
44 C 2.45602 -3.42486 1.02412
45 C 2.66260 -3.71164 -0.29539
46 C 2.19128 -2.81100 -1.27470
47 C 2.32714 -3.01729 -2.66644
48 C 1.81610 -2.10695 -3.54771
49 C 1.17341 -0.96087 -3.05313
50 N 1.05121 -0.73842 -1.76338
51 C 1.53429 -1.63873 -0.85658
52 H -4.98679 -4.08798 2.34393
53 H -5.76945 -2.74071 3.17720
54 H -4.74907 -3.85337 4.07510
55 H -2.99366 -3.58389 1.14900
56 H -1.02170 -2.17329 0.73484
57 H -2.04827 0.24889 4.11292
58 H -4.03731 -1.15556 4.50705
59 H 1.65858 -2.06633 2.49946
60 H 2.80979 -4.11151 1.78193
61 H 3.17605 -4.61279 -0.60273
62 H 2.83383 -3.90656 -3.02041
63 H 1.89617 -2.24376 -4.61628
64 H 0.75372 -0.21283 -3.71369

Forces on atoms 1 to 2 (eV/Å):
Rh 0.5 -0.2 -0.6
Br 0.0 0.0 0.0

Calculated values
Multiplicity: 1
Energy above the lowest of the compared OMol25 structures with the same formula, charge and spin (kcal per mole): 0.0
LUMO level (eV): -2.84
HOMO-LUMO gap (hartree): 0.281
Charge: +1

***

| no. | E_tot (eV) |
| --- | --- |
| 1 | -58744.000 |
| 2 | -96164.117 |
| 3 | -131897.669 |